1.
{
  "formula": "C2H3IO2S",
  "method": "ωB97M-V/def2-TZVPD",
  "species": ["C", "C", "S", "O", "O", "I", "H", "H", "H"],
  "coordinates": [[-1.011, 0.942, 0.865], [-0.650, -0.099, 0.165], [0.767, -0.365, -0.842], [1.523, 0.805, -0.824], [0.522, -0.883, -2.160], [1.992, -2.028, 0.380], [-1.821, 1.040, 1.590], [-0.336, 1.742, 0.784], [-0.986, -1.153, 0.041]],
  "gap_ha": 0.342,
  "multiplicity": 1,
  "homo_energy_ev": -10.24,
  "energy_ha": -924.292001,
  "de_lowest_kcal_mol": 10.3,
  "lumo_ev": -0.94,
  "smiles": "C=CS(=O)(=O)I",
  "fmax_ev_per_a": 4.01
}

=====

2.
{
  "formula": "C2H3IOS2",
  "method": "ωB97M-V/def2-TZVPD",
  "species": ["O", "C", "S", "S", "C", "I", "H", "H", "H"],
  "coordinates": [[1.501, 1.287, -1.606], [1.456, 0.968, -0.487], [2.629, 1.197, 0.881], [0.138, -0.348, 0.334], [-1.458, -1.115, -0.137], [-3.241, 0.103, 0.128], [1.841, 1.474, 1.888], [-1.421, -2.094, 0.278], [-1.444, -1.473, -1.279]],
  "gap_ha": 0.327,
  "multiplicity": 1,
  "homo_energy_ev": -9.23,
  "energy_ha": -1247.245211,
  "de_lowest_kcal_mol": 32.2,
  "lumo_ev": -0.33,
  "smiles": "O=C(S)SCI",
  "fmax_ev_per_a": 4.67
}

=====

3.
{
  "formula": "C2H3LaLiO",
  "method": "ωB97M-V/def2-TZVPD",
  "species": ["C", "C", "O", "Li", "H", "H", "La", "H"],
  "coordinates": [[2.189, -0.660, -0.189], [1.046, -0.603, 0.546], [0.711, 0.594, 1.136], [0.284, 1.559, -0.710], [2.469, -1.573, -0.722], [2.897, 0.185, -0.243], [-1.583, -0.466, 1.374], [-1.794, 1.130, -0.783]],
  "gap_ha": [0.230, 0.230],
  "multiplicity": 1,
  "homo_energy_ev": [-11.52, -11.52],
  "energy_ha": -191.997177,
  "lumo_ev": [-5.27, -5.27],
  "fmax_ev_per_a": 5.12,
  "charge": 1
}

=====

4.
{
  "formula": "C2H3LaO2",
  "method": "ωB97M-V/def2-TZVPD",
  "species": ["O", "La", "O", "C", "C", "H", "H", "H"],
  "coordinates": [[-0.183, 1.492, 1.119], [-2.191, 0.305, 0.561], [-0.964, 0.962, 2.283], [0.955, -0.335, -0.480], [-0.301, -0.822, -0.838], [1.765, -0.167, -1.209], [1.362, -0.633, 0.499], [-0.443, -0.802, -1.935]],
  "gap_ha": 0.210,
  "multiplicity": 1,
  "homo_energy_ev": -7.20,
  "energy_ha": -259.839213,
  "de_lowest_kcal_mol": 30.5,
  "lumo_ev": -1.47,
  "fmax_ev_per_a": 4.80
}

=====

5.
{
  "formula": "C2H3LiO2Tl",
  "method": "ωB97M-V/def2-TZVPD",
  "species": ["O", "C", "C", "O", "Li", "H", "H", "Tl", "H"],
  "coordinates": [[-1.979, 1.222, 0.176], [-1.638, 0.063, -0.039], [-0.438, -0.379, -0.847], [0.641, -0.624, -0.011], [0.971, -2.246, 0.631], [-0.264, 0.377, -1.642], [-0.786, -1.285, -1.390], [2.150, 0.875, -0.049], [-1.065, 0.354, 1.046]],
  "gap_ha": [0.266, 0.264],
  "multiplicity": 1,
  "homo_energy_ev": [-12.03, -11.95],
  "energy_ha": -408.131743,
  "de_lowest_kcal_mol": 67.3,
  "lumo_ev": [-4.78, -4.78],
  "fmax_ev_per_a": 7.69,
  "charge": 1
}

=====

6.
{
  "formula": "C2H3N",
  "method": "ωB97M-V/def2-TZVPD",
  "species": ["C", "C", "N", "H", "H", "H"],
  "coordinates": [[0.096, -0.475, -0.221], [-0.244, 0.819, 0.401], [-0.601, 1.807, 0.959], [0.516, -1.148, 0.527], [0.950, -0.157, -0.819], [-0.716, -0.846, -0.846]],
  "gap_ha": 0.452,
  "multiplicity": 1,
  "homo_energy_ev": -11.51,
  "energy_ha": -132.742481,
  "de_lowest_kcal_mol": 5.8,
  "lumo_ev": 0.77,
  "smiles": "CC#N",
  "fmax_ev_per_a": 4.65
}

=====

7.
{
  "formula": "C2H3N2O",
  "method": "ωB97M-V/def2-TZVPD",
  "species": ["C", "C", "N", "N", "O", "H", "H", "H"],
  "coordinates": [[3.129, 0.986, -0.510], [-0.007, -0.577, -0.214], [3.250, 1.726, -1.399], [1.167, -0.850, 0.658], [1.722, -1.996, 0.512], [-0.029, 0.439, -0.332], [0.062, -1.165, -1.193], [-0.907, -0.917, 0.298]],
  "gap_ha": [0.278, 0.278],
  "multiplicity": 1,
  "homo_energy_ev": [-4.06, -4.06],
  "energy_ha": -262.665370,
  "de_lowest_kcal_mol": 54.8,
  "lumo_ev": [3.50, 3.50],
  "fmax_ev_per_a": 5.32,
  "charge": -1
}

=====

8.
{
  "formula": "C2H3N2O",
  "method": "ωB97M-V/def2-TZVPD",
  "species": ["C", "C", "O", "N", "N", "H", "H", "H"],
  "coordinates": [[-0.551, -0.452, 0.794], [0.330, 0.149, -0.180], [1.676, 1.159, 0.226], [0.337, 0.343, -1.461], [0.445, 0.505, -2.544], [-0.993, 0.533, 1.403], [-0.093, -1.121, 1.566], [-1.151, -1.116, 0.196]],
  "gap_ha": [0.268, 0.270],
  "multiplicity": 1,
  "homo_energy_ev": [-16.67, -16.71],
  "energy_ha": -262.200281,
  "de_lowest_kcal_mol": 174.1,
  "lumo_ev": [-9.37, -9.37],
  "smiles": "CC(=O)[N+]#N",
  "fmax_ev_per_a": 11.83,
  "charge": 1
}

=====

9.
{
  "formula": "C2H3N2O",
  "method": "ωB97M-V/def2-TZVPD",
  "species": ["C", "C", "N", "O", "N", "H", "H", "H"],
  "coordinates": [[-0.544, 0.103, 0.999], [0.708, -0.272, 0.308], [0.278, -0.181, -1.011], [-1.103, -0.487, -0.927], [-1.504, -0.273, 0.307], [-0.320, 0.871, 1.903], [1.512, 0.471, 0.183], [0.974, -0.233, -1.762]],
  "gap_ha": 0.353,
  "multiplicity": 1,
  "homo_energy_ev": -17.07,
  "energy_ha": -262.253494,
  "de_lowest_kcal_mol": 140.7,
  "lumo_ev": -7.46,
  "smiles": "c1c[nH+]on1",
  "fmax_ev_per_a": 8.18,
  "charge": 1
}

=====

10.
{
  "formula": "C2H3N2O2",
  "method": "ωB97M-V/def2-TZVPD",
  "species": ["C", "C", "N", "N", "O", "O", "H", "H", "H"],
  "coordinates": [[0.713, 1.272, 1.726], [0.058, -0.954, -0.866], [-1.975, 0.338, -1.126], [-1.026, 0.224, -0.381], [0.144, 0.683, 2.550], [1.257, 2.046, 1.024], [-0.102, -1.147, -1.960], [-0.090, -1.925, -0.441], [1.022, -0.537, -0.526]],
  "gap_ha": 0.153,
  "multiplicity": 1,
  "homo_energy_ev": -0.64,
  "energy_ha": -337.964528,
  "de_lowest_kcal_mol": 28.1,
  "lumo_ev": 3.54,
  "fmax_ev_per_a": 2.21,
  "charge": -1
}

=====

11.
{
  "formula": "C2H3N2O2",
  "method": "ωB97M-V/def2-TZVPD",
  "species": ["C", "C", "N", "N", "O", "O", "H", "H", "H"],
  "coordinates": [[1.880, -1.702, -1.857], [-0.696, 0.216, -0.433], [1.793, -2.793, -1.443], [0.646, 0.923, -2.405], [2.152, -0.592, -2.341], [-0.367, 0.379, -2.088], [-0.086, 0.993, 0.151], [-0.300, -0.762, -0.188], [-1.785, 0.175, -0.414]],
  "gap_ha": 0.269,
  "multiplicity": 1,
  "homo_energy_ev": -3.23,
  "energy_ha": -337.875923,
  "de_lowest_kcal_mol": 83.7,
  "lumo_ev": 4.11,
  "fmax_ev_per_a": 1.91,
  "charge": -1
}

=====

12.
{
  "formula": "C2H3N2O2S",
  "method": "ωB97M-V/def2-TZVPD",
  "species": ["C", "C", "N", "N", "O", "O", "S", "H", "H", "H"],
  "coordinates": [[1.090, 0.398, 1.240], [0.244, -0.111, 0.255], [1.561, 1.273, 1.879], [-0.873, -0.606, 0.614], [-1.373, -0.002, -1.721], [0.215, 1.889, -1.634], [0.158, 0.400, -1.614], [1.593, -1.922, 0.001], [-1.578, -0.438, -0.631], [-1.035, -0.881, 1.611]],
  "gap_ha": [0.246, 0.248],
  "multiplicity": 1,
  "homo_energy_ev": [-3.01, -3.06],
  "energy_ha": -736.078072,
  "de_lowest_kcal_mol": 91.1,
  "lumo_ev": [3.68, 3.69],
  "fmax_ev_per_a": 4.63,
  "charge": -1
}

=====

13.
{
  "formula": "C2H3N2OP",
  "method": "ωB97M-V/def2-TZVPD",
  "species": ["O", "C", "N", "N", "C", "P", "H", "H", "H"],
  "coordinates": [[0.378, 1.929, 0.722], [-0.815, 1.736, 0.922], [-1.513, 0.625, 0.589], [-0.759, -0.240, 0.148], [0.230, -0.716, -0.195], [1.476, -1.396, -1.224], [-1.401, 2.544, 1.187], [0.607, -2.281, -1.919], [1.797, -2.200, -0.231]],
  "gap_ha": 0.347,
  "multiplicity": 1,
  "homo_energy_ev": -9.19,
  "energy_ha": -603.990009,
  "de_lowest_kcal_mol": 70.1,
  "lumo_ev": 0.25,
  "smiles": "O=C/N=N\\C#[PH2]",
  "fmax_ev_per_a": 3.42
}

=====

14.
{
  "formula": "C2H3N2OP",
  "method": "ωB97M-V/def2-TZVPD",
  "species": ["C", "C", "N", "N", "O", "P", "H", "H", "H"],
  "coordinates": [[0.077, 0.914, -1.378], [1.201, 0.131, -0.514], [-1.097, 0.719, -1.330], [-1.109, -0.964, 1.053], [2.342, 0.169, -0.778], [0.428, -0.989, 0.806], [0.685, 1.554, -2.008], [-1.662, -1.528, 0.419], [0.867, -0.074, 1.790]],
  "gap_ha": [0.270, 0.285],
  "multiplicity": 1,
  "homo_energy_ev": [-9.21, -9.17],
  "energy_ha": -603.966628,
  "de_lowest_kcal_mol": 84.8,
  "lumo_ev": [-1.85, -1.40],
  "fmax_ev_per_a": 2.09
}

=====

15.
{
  "formula": "C2H3N2OPS",
  "method": "ωB97M-V/def2-TZVPD",
  "species": ["O", "P", "N", "C", "N", "C", "S", "H", "H", "H"],
  "coordinates": [[-2.654, -1.429, 0.103], [-2.377, -0.091, -0.313], [-0.761, 0.506, -0.235], [0.386, 0.150, 0.033], [1.583, 0.149, -0.074], [2.735, -0.164, 0.517], [4.233, -0.069, -0.176], [-2.645, 0.268, -1.633], [-3.083, 1.021, 0.229], [2.583, -0.342, 1.549]],
  "gap_ha": 0.301,
  "multiplicity": 1,
  "homo_energy_ev": -9.26,
  "energy_ha": -1002.263074,
  "de_lowest_kcal_mol": 12.2,
  "lumo_ev": -1.07,
  "smiles": "O=[PH2]N=C=NC=S",
  "fmax_ev_per_a": 4.21
}

=====

16.
{
  "formula": "C2H3N2S2",
  "method": "ωB97M-V/def2-TZVPD",
  "species": ["C", "C", "N", "N", "S", "S", "H", "H", "H"],
  "coordinates": [[-1.694, -0.775, -0.088], [1.552, 0.894, -0.137], [0.755, 1.789, -0.038], [-0.641, -1.401, 0.216], [2.194, -0.532, -0.291], [-2.800, 0.263, -0.436], [0.730, 2.805, 0.013], [-0.344, -1.824, 1.019], [0.250, -1.220, -0.257]],
  "gap_ha": 0.289,
  "multiplicity": 1,
  "homo_energy_ev": -13.94,
  "energy_ha": -983.570008,
  "de_lowest_kcal_mol": 33.4,
  "lumo_ev": -6.07,
  "fmax_ev_per_a": 3.69,
  "charge": 1
}

=====

17.
{
  "formula": "C2H3N3",
  "method": "ωB97M-V/def2-TZVPD",
  "species": ["C", "C", "N", "N", "N", "H", "H", "H"],
  "coordinates": [[1.219, 2.138, -0.437], [-0.294, 0.617, -0.120], [1.977, 2.991, -0.381], [1.384, -0.860, 0.441], [0.218, -0.455, 0.457], [-1.083, 1.113, 0.422], [-0.409, 0.574, -1.198], [1.458, -1.786, 0.883]],
  "gap_ha": 0.332,
  "multiplicity": 1,
  "homo_energy_ev": -10.30,
  "energy_ha": -242.114055,
  "de_lowest_kcal_mol": 99.5,
  "lumo_ev": -1.28,
  "fmax_ev_per_a": 4.31
}

=====

18.
{
  "formula": "C2H3N3",
  "method": "ωB97M-V/def2-TZVPD",
  "species": ["H", "N", "C", "N", "C", "N", "H", "H"],
  "coordinates": [[-0.982, -1.807, -0.987], [-0.321, -1.201, -0.502], [-0.655, 0.015, -0.605], [0.157, 1.049, -0.057], [1.097, 0.528, 0.855], [0.178, 0.986, 1.549], [-1.528, 0.406, -1.136], [2.054, 0.025, 0.882]],
  "gap_ha": 0.400,
  "multiplicity": 1,
  "homo_energy_ev": -10.04,
  "energy_ha": -242.148556,
  "de_lowest_kcal_mol": 77.9,
  "lumo_ev": 0.84,
  "smiles": "[H]/N=C/N1C=N1",
  "fmax_ev_per_a": 0.53
}

=====

19.
{
  "formula": "C2H3N3O",
  "method": "ωB97M-V/def2-TZVPD",
  "species": ["H", "N", "N", "C", "O", "C", "N", "H", "H"],
  "coordinates": [[0.064, 1.440, -2.153], [-0.069, 0.665, -1.494], [0.349, 1.064, -0.387], [0.214, 0.156, 0.679], [0.819, 0.491, 1.853], [-0.497, -0.935, 0.447], [-1.303, -1.716, -0.038], [1.310, 1.306, 1.676], [-0.886, -2.471, -0.584]],
  "gap_ha": 0.318,
  "multiplicity": 1,
  "homo_energy_ev": -8.49,
  "energy_ha": -317.406395,
  "de_lowest_kcal_mol": 79.0,
  "lumo_ev": 0.17,
  "smiles": "[H]/N=N/C(O)=C=N",
  "fmax_ev_per_a": 0.66
}

=====

20.
{
  "formula": "C2H3N3O",
  "method": "ωB97M-V/def2-TZVPD",
  "species": ["C", "C", "H", "H", "H", "N", "N", "N", "O"],
  "coordinates": [[-1.024, -0.587, 0.360], [0.131, 0.686, -1.024], [0.407, 1.503, -1.669], [2.040, 0.479, 0.189], [0.359, -0.972, 1.612], [-1.161, 0.453, -0.789], [0.961, 0.022, -0.314], [0.215, -0.500, 0.704], [-1.928, -1.082, 0.931]],
  "gap_ha": 0.338,
  "multiplicity": 1,
  "homo_energy_ev": -9.32,
  "energy_ha": -317.418925,
  "de_lowest_kcal_mol": 71.2,
  "lumo_ev": -0.13,
  "fmax_ev_per_a": 10.45
}